# C43H43Br3ClN4O5Sn

A molecular structure, C43H43Br3ClN4O5Sn in a non-equilibrium geometry (ωB97M-V with the def2-TZVPD basis set, the OMol25 dataset).

```
! wB97M-V def2-TZVPD RIJCOSX def2/J DEFGRID3
* xyz 1 1
Sn -0.4932 2.2959 0.2301
C 3.7861 -6.5233 -1.2479
C 3.1546 -6.4194 0.1442
C 4.3051 -6.6060 1.2598
C 2.1572 -7.5710 0.3254
C 2.5397 -5.0419 0.2772
C 2.6916 -4.2548 1.3774
C 2.0898 -2.9943 1.3631
Br 2.2518 -1.8795 2.9794
C 1.5417 -2.4109 0.2188
O 1.4974 -1.1506 -0.0038
C 1.2478 -3.3290 -0.8664
C 1.7412 -4.5881 -0.7788
C 0.2708 -2.8222 -2.0026
C 0.8547 -1.7754 -2.9881
C -0.9443 -2.1381 -1.3462
C -0.1904 -4.0472 -2.8548
H 4.3777 -7.4535 -1.4101
H 4.4387 -5.6194 -1.4952
H 2.9595 -6.5732 -1.9712
H 4.7060 -7.6237 1.3321
H 3.9322 -6.3971 2.2982
H 5.1220 -5.9155 1.0267
H 2.6765 -8.4270 -0.1756
H 1.1772 -7.3952 -0.1633
H 2.0142 -7.7997 1.3719
H 3.2623 -4.4959 2.2480
H 1.3678 -5.3629 -1.4432
H 1.0512 -0.8379 -2.4983
H 0.2034 -1.4559 -3.8119
H 1.8757 -2.0592 -3.3823
H -0.7164 -1.2649 -0.7654
H -1.6064 -2.7343 -0.6348
H -1.6039 -1.8348 -2.1833
H 0.6068 -4.4783 -3.4380
H -1.0487 -3.7368 -3.4502
H -0.6242 -4.8728 -2.2759
C -1.1080 5.8765 -1.9145
C -2.2781 5.1636 -1.2135
C -3.6045 5.5658 -1.5636
C -4.6107 5.1731 -0.8194
C -4.3600 4.4367 0.3670
C -5.3763 3.9301 1.3259
Br -7.2923 4.1347 0.7992
C -5.0956 3.3970 2.5206
C -3.6457 3.1528 2.8512
Br -3.1853 2.5037 4.5446
C -2.6998 3.4112 1.9265
O -1.4251 3.1485 2.1053
C -3.0790 4.1236 0.6658
N -2.0097 4.4765 -0.1464
H -0.9578 6.6862 -1.2576
H -1.1392 6.2228 -2.9824
H -0.0817 5.3526 -1.8241
H -3.6357 6.1444 -2.4835
H -5.6039 5.3897 -1.1259
H -5.8320 2.9719 3.1738
N 0.8903 4.5332 5.2771
C 1.9639 3.7089 5.1642
O 2.8144 3.6218 6.0597
C 2.1505 2.9316 3.8595
C 3.2746 2.1012 3.7180
C 3.4809 1.4621 2.5745
C 2.5003 1.4643 1.5717
N 1.4823 2.3377 1.6100
C 1.2869 3.0570 2.8165
H 0.8957 5.2346 6.0447
H 0.1350 4.5682 4.6493
H 3.8849 1.8973 4.5745
H 4.3064 0.7844 2.5230
H 2.6682 0.9503 0.6343
H 0.4245 3.7510 2.7161
N -1.7894 -1.3682 2.3287
C -2.9517 -0.6826 1.8254
C -4.1336 -0.6210 2.5692
C -5.2651 0.0999 2.0209
C -5.2305 0.6187 0.7797
C -4.0106 0.5186 0.1068
C -2.9337 -0.1479 0.5624
H -0.9175 -1.0389 1.9404
H -1.6633 -1.4828 3.3242
H -4.0994 -0.8332 3.6504
H -6.1447 0.1975 2.5712
H -6.1555 1.0082 0.3600
H -3.8070 0.9712 -0.8751
H -2.0106 -0.0412 0.0966
Cl 3.5806 0.5806 -6.7536
C 2.6837 1.1452 -5.3319
C 3.3121 1.6581 -4.2013
C 2.6220 2.3198 -3.2127
C 1.2046 2.3434 -3.3104
C 0.6014 1.7540 -4.3348
C 1.2845 1.3119 -5.4834
C 0.3184 2.8216 -2.2288
O -0.9221 2.6093 -2.2819
O 0.8066 3.2931 -1.1422
H 4.3843 1.5415 -4.0282
H 3.1177 2.7399 -2.3231
H -0.4483 1.6820 -4.2984
H 0.7552 0.9296 -6.3368
*
```

Calculated values
HOMO energy (spin up / spin down): -9.5 / -9.5 eV
Kohn-Sham gap (spin up / spin down): 2.187 / 2.190 eV
F_max: 5.62 eV/Å
energy above the lowest of the compared OMol25 structures with the same formula, charge and spin: 4.5593 eV
LUMO (spin up / spin down): -0.2693 / -0.2694 hartree
E: -10655.8137 a.u.